Entry 1:
C13H30BO17S5 | ωB97M-V/def2-TZVPD

Properties
- E_HOMO: -4.5 eV
- Total charge: -1
- 2S+1: 1
- Gap between HOMO and LUMO: 6.211 eV

Positions of all 66 atoms, in Å:
O: 2.204 2.140 -0.920
C: 1.113 2.965 -0.430
C: -0.196 2.746 -1.158
B: -1.333 3.926 -0.824
C: -2.773 3.224 -0.450
C: -3.962 4.191 -0.424
C: -5.282 3.441 -0.120
S: -6.467 3.477 -1.510
H: 2.160 2.204 -1.884
H: 1.000 2.679 0.618
H: 1.400 4.020 -0.512
H: -0.597 1.770 -0.847
H: -0.024 2.710 -2.243
H: -1.504 4.607 -1.851
H: -0.934 4.659 0.089
H: -2.704 2.689 0.508
H: -2.981 2.490 -1.247
H: -4.005 4.639 -1.420
H: -3.790 5.012 0.279
H: -5.793 3.845 0.756
H: -5.065 2.393 0.075
H: -5.653 2.871 -2.384
C: 1.617 -3.351 -2.356
C: 3.120 -3.189 -2.363
O: 3.357 -2.072 -3.226
S: 2.161 -1.012 -3.061
O: 2.561 -0.024 -2.127
O: 1.683 -0.679 -4.355
O: 1.132 -2.002 -2.344
H: 1.263 -3.855 -3.257
H: 1.254 -3.879 -1.479
H: 3.637 -4.065 -2.745
H: 3.500 -2.943 -1.369
C: 6.687 -0.991 1.519
C: 6.196 -0.943 0.085
O: 6.485 -2.266 -0.411
S: 6.316 -3.334 0.753
O: 5.017 -3.906 0.682
O: 7.476 -4.152 0.794
O: 6.322 -2.308 1.972
H: 7.773 -0.894 1.580
H: 6.213 -0.248 2.153
H: 6.715 -0.209 -0.524
H: 5.120 -0.770 0.024
C: -5.516 5.404 4.479
C: -4.352 5.177 5.426
O: -3.715 4.005 4.915
S: -3.832 3.978 3.306
O: -2.651 4.509 2.742
O: -4.354 2.709 2.949
O: -4.993 5.082 3.191
H: -6.347 4.730 4.700
H: -5.868 6.433 4.476
H: -4.669 4.998 6.450
H: -3.643 6.007 5.397
C: 0.500 -7.573 -0.184
C: -0.702 -6.657 -0.312
O: -0.580 -6.120 -1.637
S: 0.061 -7.207 -2.612
O: -0.966 -7.879 -3.322
O: 1.155 -6.602 -3.285
O: 0.612 -8.187 -1.478
H: 1.415 -7.013 0.017
H: 0.370 -8.345 0.569
H: -0.700 -5.844 0.408
H: -1.642 -7.208 -0.244

Entry 2:
C20H25N3O5S | ωB97M-V/def2-TZVPD

Properties
- E_HOMO: -8.5 eV
- Total charge: 0
- Energy relative to the best compared isomer or geometry (same formula, charge and spin): 2.5 kcal/mol
- 2S+1: 1
- Gap between HOMO and LUMO: 8.879 eV

Positions of all 54 atoms, in Å:
C: -3.305 -1.593 -2.404
O: -3.494 -0.349 -1.773
C: -2.398 0.408 -1.492
C: -2.650 1.666 -0.941
C: -1.609 2.504 -0.610
C: -0.287 2.121 -0.818
C: 0.827 3.073 -0.446
N: 2.118 2.443 -0.307
C: 2.595 2.047 0.882
O: 2.054 2.266 1.948
C: 3.915 1.269 0.770
N: 3.697 -0.031 0.169
C: 3.568 -0.197 -1.151
O: 3.663 0.709 -1.965
C: 3.262 -1.638 -1.563
N: 1.880 -1.941 -1.210
S: 1.598 -2.740 0.256
O: 2.697 -2.412 1.129
O: 1.346 -4.126 -0.016
C: 0.102 -1.963 0.814
C: -1.097 -2.611 0.599
C: -2.266 -2.007 1.029
C: -2.242 -0.772 1.664
C: -3.518 -0.142 2.124
C: -1.017 -0.127 1.882
C: -0.959 1.187 2.589
C: 0.152 -0.737 1.446
C: -0.043 0.877 -1.375
C: -1.082 0.025 -1.712
H: -4.303 -2.006 -2.543
H: -2.713 -2.272 -1.783
H: -2.824 -1.477 -3.380
H: -3.676 1.961 -0.788
H: -1.820 3.476 -0.187
H: 0.593 3.540 0.516
H: 0.904 3.859 -1.205
H: 2.611 2.155 -1.146
H: 4.335 1.132 1.766
H: 4.613 1.831 0.142
H: 3.486 -0.826 0.770
H: 3.949 -2.324 -1.056
H: 3.394 -1.719 -2.643
H: 1.391 -2.441 -1.936
H: -1.092 -3.579 0.124
H: -3.213 -2.504 0.875
H: -4.369 -0.776 1.892
H: -3.657 0.820 1.633
H: -3.491 0.034 3.198
H: 0.052 1.584 2.583
H: -1.623 1.905 2.110
H: -1.283 1.073 3.623
H: 1.105 -0.265 1.616
H: 0.967 0.545 -1.558
H: -0.845 -0.935 -2.142

Entry 3:
C39H40F6OP2Pd | ωB97M-V/def2-TZVPD

Properties
- E_HOMO (alpha / beta): -12.7 / -12.6 eV
- Total charge: +2
- Energy relative to the best compared isomer or geometry (same formula, charge and spin): 74.9 kcal/mol
- 2S+1: 5
- Gap between HOMO and LUMO (alpha / beta): 6.660 / 3.362 eV

Positions of all 89 atoms, in Å:
Pd: 0.440 0.337 -1.396
C: -2.015 -0.399 4.522
C: -2.251 -0.338 3.202
C: -2.869 0.858 2.549
C: -1.918 1.870 1.850
C: -0.605 2.100 2.526
C: -0.339 1.843 3.810
C: -1.384 2.043 4.905
C: -2.194 0.805 5.388
C: 1.315 -0.065 0.438
H: -1.720 -1.304 5.063
H: -2.161 -1.241 2.613
H: -3.520 1.401 3.243
H: -3.512 0.463 1.744
H: -1.712 1.531 0.818
H: -2.473 2.819 1.751
H: 0.172 2.502 1.856
H: 0.652 1.563 4.199
H: -2.122 2.791 4.585
H: -0.836 2.421 5.786
H: -1.862 0.564 6.405
H: -3.262 1.091 5.438
H: 1.365 -1.161 0.557
H: 0.753 0.417 1.245
H: 2.317 0.379 0.291
P: -0.302 -1.600 -3.453
P: 1.354 0.550 -3.598
C: -1.119 -0.133 -4.118
C: -0.298 0.943 -4.200
C: -0.665 -2.940 -4.670
C: -1.816 -2.819 -5.457
C: -2.140 -3.805 -6.391
C: -1.306 -4.915 -6.553
C: -0.156 -5.049 -5.760
C: 0.172 -4.066 -4.824
C: -1.459 -1.925 -2.104
C: -1.392 -0.926 -1.087
C: -1.618 -1.351 0.247
C: -2.452 -2.451 0.463
C: -2.795 -3.274 -0.620
C: -2.186 -3.101 -1.871
C: 2.320 0.961 -5.171
C: 2.150 0.085 -6.265
C: 2.652 0.419 -7.522
C: 3.354 1.617 -7.703
C: 3.541 2.482 -6.617
C: 3.027 2.159 -5.355
C: 1.629 1.899 -2.316
C: 2.936 1.964 -1.711
C: 3.303 3.109 -1.027
C: 2.448 4.225 -1.003
C: 1.241 4.212 -1.716
C: 0.837 3.079 -2.405
H: -2.172 -0.182 -4.369
H: -0.486 1.890 -4.696
H: -2.460 -1.946 -5.345
H: -3.049 -3.698 -6.986
H: -1.560 -5.682 -7.285
H: 0.482 -5.927 -5.876
H: 1.069 -4.161 -4.206
H: -1.381 0.191 -1.345
H: -1.016 -0.902 1.036
H: -2.814 -2.678 1.468
H: -3.518 -4.072 -0.457
H: -2.304 -3.863 -2.645
H: 1.603 -0.853 -6.127
H: 2.497 -0.253 -8.368
H: 3.748 1.877 -8.685
H: 4.086 3.416 -6.755
H: 3.173 2.845 -4.516
H: 3.579 1.083 -1.758
H: 4.276 3.166 -0.530
H: 2.752 5.131 -0.474
H: 0.629 5.117 -1.766
H: -0.080 3.056 -2.990
C: -0.288 -1.334 8.199
C: 0.634 -0.286 7.536
O: 0.356 0.094 6.332
C: 0.698 0.992 8.532
F: 0.958 0.636 9.828
F: 1.621 1.916 8.170
F: -0.525 1.609 8.533
C: 2.061 -1.060 7.506
F: 2.409 -1.563 8.738
F: 1.936 -2.134 6.668
F: 3.097 -0.315 7.067
H: -1.301 -0.917 8.283
H: 0.096 -1.641 9.183
H: -0.332 -2.188 7.517

Number 1: electronic energy -103623.905 eV. Number 2: electronic energy -46689.968 eV. Number 3: electronic energy -81476.934 eV.